This record from the OMol25 dataset describes the molecule C10H11NO2S in a non-equilibrium geometry. The level of theory is wB97M-V/def2-TZVPD.

Output
total charge	0
energy relative to the best compared isomer or geometry (same formula, charge and spin)	0.0	kcal/mol
spin multiplicity	3
electronic energy	-990.924067	Eh
maximum force	5.5	eV/Å
⟨S²⟩	2.03
gap between HOMO and LUMO (spin up / spin down)	6.29 / 7.54	eV

Each line ends with the Löwdin charge.
Positions of all 25 atoms, in Å:
H  2.39208  -0.87079  -2.13345  0.12
N  -4.60716  -0.74636  0.79500  0.13
C  2.80380  -0.04216  -1.45930  -0.02
C  0.77030  1.43862  0.15227  -0.06
H  2.21791  0.82357  -1.64696  0.07
C  0.98468  -1.42663  0.14372  0.06
H  0.70498  2.49587  0.01931  0.11
C  2.09322  0.95403  0.61606  -0.14
H  1.41049  -2.47293  0.14918  0.12
S  -1.78744  -1.43134  0.48833  1.12
C  -0.17662  -0.77616  0.19878  -0.50
H  -2.03332  2.00137  -0.37201  0.12
C  -1.66225  1.00467  -0.25993  -0.01
H  3.79154  0.15167  -1.66268  0.06
H  3.72591  -1.79672  0.17596  0.11
H  -4.02299  -1.20964  1.53903  0.09
C  -4.04100  0.13370  -0.01871  -0.64
O  -4.57772  0.88624  -0.78373  0.08
C  -0.30269  0.64905  -0.02829  -0.28
H  -5.60742  -0.71902  1.03179  0.13
C  -2.59034  -0.00354  -0.00065  -0.46
O  3.42613  -1.08575  0.78522  -0.03
C  2.47365  -0.39304  -0.03248  -0.45
H  1.78067  0.71818  1.65525  0.14
H  2.83361  1.71713  0.64827  0.12

---

This record from the OMol25 dataset describes a cluster of 2 separate species, C46H58BBr2N2 in total in a non-equilibrium geometry. The level of theory is wB97M-V/def2-TZVPD.

Output
total charge	+1
electronic energy	-7069.681416	Eh
maximum force	2.1	eV/Å
gap between HOMO and LUMO	5.72	eV

Each line ends with the Löwdin charge.
Positions of all 109 atoms, in Å:
H  -0.34755  4.78224  2.51198  0.12
C  2.92984  3.36410  -1.40478  0.02
H  2.19550  -3.91150  3.28540  0.10
H  5.05358  5.61823  -4.82312  0.11
H  -1.34440  -0.21850  -1.46377  0.05
H  -2.51194  3.62464  2.88336  0.12
H  1.34157  -0.62971  3.59493  0.11
C  -2.42284  -3.29776  -1.89820  -0.53
H  0.76170  -3.06200  2.76661  0.05
B  -0.26616  -0.37298  -0.88337  -0.31
Br  7.57235  6.65347  -3.60369  0.78
C  -1.82719  1.72946  2.07772  -0.07
H  -1.36127  4.90013  -5.22649  0.11
C  0.60976  1.53821  1.98728  -0.08
H  -0.69650  -4.55196  -3.42435  0.11
C  4.09164  4.34592  -3.36869  0.00
C  -4.24295  2.42723  1.60772  -0.06
H  2.58411  1.63708  0.15076  0.04
H  -3.41477  -5.21779  -1.57729  0.10
C  -3.21699  -2.57855  -0.83245  -0.06
C  6.37562  4.77512  -1.78666  -0.10
C  1.97287  0.79717  2.06479  -0.51
Br  -3.67280  6.42762  -4.18423  0.81
C  0.67952  2.94109  2.02958  -0.06
C  -0.56524  3.72705  -3.60088  0.01
C  -3.28142  -4.48073  -2.37743  -0.05
H  -2.83534  -4.98650  -3.23954  0.08
H  1.89613  2.65377  -3.13504  0.12
H  0.13965  0.89829  -0.77082  0.06
C  -0.66706  0.93610  1.86365  -0.06
H  -3.30983  0.55321  -0.06658  0.10
C  0.83344  -5.68835  -0.63835  -0.04
H  -3.12239  -1.86504  -3.37303  0.10
C  1.09229  -4.94555  1.73732  -0.52
C  -1.47707  4.59740  -4.18564  -0.10
C  0.49940  2.88255  -1.50679  0.05
C  -3.71437  0.76685  3.38136  -0.03
C  1.87023  -0.60358  2.63523  -0.07
H  -3.08685  -0.07532  3.68676  0.06
H  0.43569  2.83140  -0.41526  0.09
N  -0.78785  -0.48642  1.61541  0.02
H  3.37268  2.43837  2.54959  0.07
H  -1.73673  -3.53271  2.30078  0.13
H  -1.89303  -2.97886  -3.97818  0.08
H  0.95567  -6.27926  -2.71414  0.12
C  -1.30859  -2.61128  1.95271  -0.04
C  0.48116  -4.70793  0.30268  -0.05
C  6.23730  5.43334  -3.02383  -0.66
H  7.28651  4.90144  -1.20605  0.11
H  2.45566  1.78640  3.93980  0.10
H  -4.36893  3.14834  2.42243  0.08
C  -3.31176  1.26849  1.99281  -0.53
H  -0.77335  -5.05880  2.89010  0.06
H  3.59157  0.28145  0.71542  0.11
C  5.11868  5.16764  -3.83816  -0.10
C  -0.40628  -4.62831  -2.37352  -0.04
C  4.12639  3.84707  -2.04041  -0.21
C  2.34951  -5.83066  1.67121  -0.08
H  5.42559  3.48472  -0.33846  0.12
C  -3.58214  0.20643  0.94125  -0.05
H  2.89126  3.46025  -0.31012  0.12
C  -0.64547  3.40466  -2.21448  -0.18
N  -0.70056  -2.50305  0.69333  0.07
H  -5.24425  2.03368  1.37073  0.10
H  2.87691  -1.02465  2.78174  0.10
H  0.57452  -5.97377  3.57297  0.10
H  -1.41719  -1.64165  -2.90976  0.05
H  0.25701  3.33683  -4.20571  0.12
C  -1.65738  3.06141  2.49381  -0.04
H  1.41748  -6.56259  -0.33728  0.10
H  -3.61495  5.01098  -1.54616  0.11
H  0.55183  -1.00756  -1.53939  0.06
C  0.51815  -5.58214  -1.98966  -0.04
H  1.63468  3.43816  1.86949  0.11
H  3.05724  -5.45796  0.92139  0.10
H  1.96237  0.00028  0.04129  0.06
H  -4.18464  -2.25651  -1.24167  0.10
H  2.21930  -3.10800  1.71116  0.10
H  -0.27234  -6.59055  2.13017  0.10
C  -0.46455  -1.15887  0.45173  -0.15
H  -1.95147  3.48792  -0.48253  0.10
C  -2.54702  5.10976  -3.43224  -0.65
H  -4.75965  0.42637  3.38634  0.10
C  -2.75290  4.66464  -2.11013  -0.09
H  -1.47312  -1.13254  3.57041  0.13
H  -3.87206  2.94815  0.71291  0.08
C  -1.26808  -1.40950  2.54964  -0.04
C  1.58394  -3.67565  2.40131  -0.07
C  -2.19340  -2.38635  -3.10758  -0.05
H  3.79774  0.86639  3.23653  0.09
C  2.95252  1.52850  2.99421  -0.05
H  -4.65521  -0.04627  0.93931  0.10
C  5.33935  3.97706  -1.30978  -0.01
H  2.86359  -5.82126  2.64227  0.09
H  1.36650  -1.23970  1.91271  0.04
C  -0.41527  -3.66351  -0.13565  -0.04
C  -1.82442  3.80578  -1.51801  0.02
C  2.56454  0.67223  0.66351  -0.03
C  -1.03968  -3.82626  -1.40705  -0.07
H  -4.27452  -4.12485  -2.67763  0.09
H  -3.59654  1.57497  4.11772  0.10
C  0.08804  -5.68021  2.63134  -0.03
H  -3.42267  -3.21876  0.03366  0.10
H  2.11410  -6.87860  1.45587  0.08
H  3.20778  4.16032  -3.98525  0.11
C  -0.43915  3.70586  2.34974  -0.05
C  1.79374  2.92801  -2.07917  -0.06
H  -3.04989  -0.71415  1.16404  0.05
H  -2.67820  -1.68931  -0.51955  0.03

---

This record from the OMol25 dataset describes the molecule C5H6S3 in a non-equilibrium geometry. The level of theory is wB97M-V/def2-TZVPD.

Output
total charge	0
energy relative to the best compared isomer or geometry (same formula, charge and spin)	64.5	kcal/mol
electronic energy	-1388.573024	Eh
maximum force	3.5	eV/Å
SMILES	C#C[C@H](SC)SC=S
gap between HOMO and LUMO	8.44	eV

Each line ends with the Löwdin charge.
Positions of all 14 atoms, in Å:
H  -2.55609  0.77134  0.15429  0.02
C  -0.04953  0.91824  -0.34960  -0.25
C  -0.18588  -0.49864  0.05905  -0.90
S  -1.74283  -1.37307  -0.45164  0.85
H  3.46864  -1.09637  0.05457  0.05
H  0.21605  3.09008  -0.99734  0.03
C  2.47327  -0.68078  0.35961  -0.38
S  -4.57289  -0.51909  -0.19690  0.57
C  -2.95686  -0.23967  -0.07191  -1.08
C  0.14893  2.10280  -0.62026  0.14
H  2.46807  0.38483  0.17349  0.02
H  2.24778  -0.91746  1.42079  0.05
H  -0.14336  -0.52454  1.18625  0.10
S  1.18469  -1.41767  -0.72042  0.78

---

This record from the OMol25 dataset describes the molecule C4H10O3. The level of theory is wB97M-V/def2-TZVPD.

Output
total charge	0
energy relative to the best compared isomer or geometry (same formula, charge and spin)	32.5	kcal/mol
electronic energy	-384.097788	Eh
maximum force	0.3	eV/Å
SMILES	COC[C@@H](O)CO
gap between HOMO and LUMO	10.97	eV

Each line ends with the Löwdin charge.
Positions of all 17 atoms, in Å:
H  -0.95881  -3.35134  0.56576  0.09
O  0.85857  0.64941  1.50243  -0.02
H  -1.08363  1.14660  0.96950  0.15
H  -1.73729  -2.51454  -0.80533  0.09
H  0.65500  -0.48827  -0.93891  0.14
H  0.23028  3.04522  0.37925  0.12
H  -1.09039  -0.13455  -1.11465  0.14
O  1.74678  2.00643  -0.59437  -0.06
C  -0.11075  0.92576  0.50372  -0.35
H  -0.17439  2.29555  -1.17742  0.13
H  0.01612  -2.85531  -0.84747  0.09
C  -0.27816  -0.29349  -0.38719  -0.19
O  -0.57700  -1.36881  0.47906  -0.20
H  2.16053  1.65537  0.21021  0.09
C  -0.82418  -2.57802  -0.19421  -0.11
C  0.39138  2.15555  -0.24923  -0.22
H  0.77593  -0.29556  1.69885  0.10

---

This record from the OMol25 dataset describes a structure of composition C35H25BrF4N3O3PRuS2. The level of theory is wB97M-V/def2-TZVPD.

Output
total charge	0
energy relative to the best compared isomer or geometry (same formula, charge and spin)	4.9	kcal/mol
electronic energy	-5944.852350	Eh
maximum force	0.6	eV/Å
gap between HOMO and LUMO	7.69	eV

Each line ends with the Löwdin charge.
Positions of all 75 atoms, in Å:
O  1.37636  -1.01631  -0.79165  -0.30
C  -2.33532  -2.43351  -2.48788  -0.08
H  -5.24954  -2.43792  3.47126  0.12
C  5.28942  1.78514  0.17276  -0.08
H  2.63011  -0.49685  4.62636  0.10
C  -1.82895  -1.25751  -1.97487  -0.13
C  3.14048  1.44307  1.21146  -0.34
C  5.02492  3.13812  0.04830  -0.09
H  4.54194  -4.21713  3.81472  0.10
C  -3.16850  -2.64095  3.03236  -0.05
H  3.60544  4.70929  0.41629  0.11
H  4.21396  1.91342  -3.95484  0.11
H  5.75852  3.79593  -0.40030  0.10
O  -0.10101  -2.04848  3.57814  -0.31
C  -1.31725  -2.28232  0.05207  -0.39
C  2.56680  1.87954  -2.60822  -0.08
H  1.93394  3.21398  1.41427  0.10
F  -0.22743  3.50150  6.50844  0.14
C  -3.58032  -5.36869  3.29110  -0.03
C  0.23354  2.80681  5.47506  -0.13
H  -2.72914  -2.46723  -3.49322  0.10
H  3.20985  -1.83105  -2.07988  0.14
H  -1.72155  -4.39282  0.22862  0.10
C  -2.11409  -3.52918  2.85275  -0.29
C  -1.79268  -3.51765  -0.40032  0.00
N  2.07126  -0.19719  -1.60909  -0.16
P  1.80633  0.36662  1.84933  0.96
C  1.76242  1.11996  -1.73461  -0.63
H  -1.47684  -5.56274  2.83430  0.11
C  -0.14620  1.57454  3.45934  -0.50
H  -6.71285  -4.82134  2.95911  0.08
N  -0.74004  -1.92520  1.24612  -0.25
C  -6.02664  -5.01577  3.78554  -0.05
H  4.01695  -3.96985  1.40886  0.11
C  3.74557  -3.19050  2.10913  -0.07
C  3.87340  -0.05465  -3.13179  -0.06
H  -2.68554  -4.51088  -2.06090  0.11
C  -2.30990  -3.57014  -1.67783  -0.06
Br  -1.40628  0.99366  2.16152  0.95
H  -6.43353  -4.52374  4.67001  0.08
C  2.69404  -1.06206  2.54493  -0.33
H  -1.79158  -0.34123  -2.55220  0.11
H  2.79954  -1.98320  0.61173  0.08
F  2.43624  3.11196  6.22632  0.14
H  -3.73746  -6.43580  3.39518  0.11
S  0.45197  1.76584  -0.83963  0.64
C  2.87808  2.80873  1.07514  -0.13
C  3.08976  -0.77760  -2.28222  -0.03
C  -0.63743  2.29098  4.53310  -0.25
C  1.59530  2.60712  5.32775  -0.13
H  3.82206  -2.46674  5.41089  0.11
H  4.57867  -0.11397  0.86453  0.10
C  -4.64979  -4.50066  3.46756  -0.27
O  0.32008  -4.04377  2.15982  -0.30
C  2.96692  -1.22229  3.89977  -0.08
C  2.06777  1.88187  4.24865  -0.22
C  3.07397  -2.06495  1.65524  -0.11
C  4.35258  0.93890  0.75615  -0.07
N  -1.35912  -1.18002  -0.73467  -0.02
C  -4.42539  -3.12847  3.33397  -0.03
C  -2.31292  -4.89156  2.98044  -0.06
H  6.23218  1.38137  -0.17405  0.10
C  4.03022  -3.33282  3.45722  -0.07
H  4.68341  -0.54433  -3.65100  0.11
H  -6.01456  -6.08937  3.96776  0.07
F  3.38896  1.72064  4.15647  0.11
C  3.63130  -2.34984  4.35204  -0.06
Ru  0.10348  -0.10515  0.48756  0.51
H  -2.99411  -1.57708  2.93439  0.09
C  1.21587  1.33444  3.29890  -0.27
C  3.81694  3.65142  0.50676  -0.07
S  -0.49768  -2.90244  2.48829  0.57
F  -1.94484  2.51276  4.67397  0.09
H  2.32848  2.92997  -2.69724  0.11
C  3.60345  1.31196  -3.29483  -0.07

---

Number 2 is which compound? C46H58BBr2N2

---

Among the records above, which one has the highest total charge? C46H58BBr2N2

---

maximum force of number 1 (C10H11NO2S)? 5.5 eV/Å

---

The highest total charge belongs to which entry? C46H58BBr2N2